(a)
Computed, not measured: 9 unconnected molecules or ions with the total composition C18H57N15O9, with ωB97M-V with the def2-TZVPD basis set.

HOMO level in hartree: -0.3164

```
! wB97M-V def2-TZVPD RIJCOSX def2/J DEFGRID3
* xyz 0 1
C 5.7799 -2.1543 -2.4872
O 4.4184 -2.1400 -2.0075
C 3.7112 -0.9610 -2.3286
C 2.2156 -1.3078 -1.9934
C 1.3248 -0.1206 -2.4224
N 2.0728 -1.3888 -0.5683
H 6.4766 -1.4042 -2.1129
H 5.7949 -1.9882 -3.5644
H 6.2983 -3.0965 -2.3093
H 4.0518 -0.1191 -1.7258
H 3.7159 -0.6070 -3.3595
H 1.9808 -2.1372 -2.6605
H 1.7052 0.7666 -1.9160
H 0.3047 -0.3252 -2.0976
H 1.4605 -0.0547 -3.5019
H 2.8386 -1.9085 -0.1637
H 2.1120 -0.4392 -0.2265
C 0.3348 3.0839 -3.7184
O -0.0088 3.3748 -2.3628
C 0.2216 4.7130 -1.9125
C -0.1841 5.0039 -0.4283
C 0.1129 6.3753 0.0956
N 0.4937 4.0792 0.4606
H 0.1073 2.0425 -3.9458
H 1.3801 3.3679 -3.8399
H -0.2775 3.5855 -4.4677
H 1.2523 4.9877 -2.1370
H -0.3868 5.4333 -2.4592
H -1.2650 4.8950 -0.5166
H 1.1576 6.6827 0.1421
H -0.5390 6.5304 0.9553
H -0.3628 7.0563 -0.6102
H -0.0264 4.1201 1.3254
H 0.3541 3.1304 0.1437
C -3.8769 -2.8707 0.5390
O -3.3373 -2.4610 -0.6975
C -3.7036 -1.1509 -1.0332
C -2.7711 -0.8721 -2.1700
C -2.4677 0.6042 -2.4832
N -3.1488 -1.4357 -3.4801
H -3.1893 -3.5586 1.0310
H -4.8902 -3.2666 0.4718
H -3.9379 -2.0477 1.2511
H -4.6963 -1.1161 -1.4820
H -3.6526 -0.5145 -0.1498
H -1.8606 -1.3862 -1.8623
H -3.4204 1.1310 -2.5381
H -2.0682 0.7360 -3.4887
H -1.9300 1.1035 -1.6772
H -4.0185 -1.0035 -3.7576
H -3.4743 -2.3774 -3.3150
N -0.2656 0.6249 1.2526
C -0.9873 -0.4340 1.3534
N -0.4115 -1.4638 0.8461
O -2.0661 -0.4413 1.9628
H 0.7155 0.5065 1.0438
H -0.5780 1.4356 1.7676
H 0.4626 -1.3862 0.3461
H -0.9319 -2.3254 0.7630
N 1.9619 -2.3129 2.6580
C 3.1643 -1.9969 3.0250
N 3.4779 -2.3124 4.2263
O 3.9480 -1.5847 2.1753
H 1.6999 -2.1592 1.6948
H 1.1691 -2.4965 3.2563
H 2.7985 -2.7023 4.8638
H 4.4708 -2.3229 4.4113
N -2.9247 -4.6190 4.5520
C -2.3349 -3.8945 3.6668
N -2.7489 -2.5778 3.6797
O -1.4495 -4.2836 2.9658
H -3.8875 -4.4145 4.7784
H -2.6198 -5.5783 4.6353
H -2.4477 -1.9818 2.9220
H -3.5073 -2.2982 4.2854
N -1.0691 -3.0621 -4.3849
C -0.4107 -3.7109 -3.4736
N -0.9479 -3.7509 -2.2119
O 0.5230 -4.4502 -3.8084
H -0.6959 -3.2018 -5.3130
H -1.8102 -2.4359 -4.1044
H -0.3789 -4.2656 -1.5551
H -1.4974 -2.9470 -1.9438
N 3.0612 3.1868 1.4588
C 3.0261 1.8781 1.3396
N 4.0546 1.3939 2.0731
O 2.3625 1.1925 0.6067
H 2.2834 3.7861 1.2222
H 3.9740 3.5131 1.7424
H 4.2743 0.4084 2.0480
H 4.5000 2.0596 2.6883
N -2.9719 2.1540 3.0234
C -2.0363 2.9030 3.5490
N -2.4573 3.4993 4.6267
O -0.9502 3.0043 3.0575
H -2.6664 1.4510 2.3657
H -3.8836 2.1017 3.4550
H -1.7569 4.0846 5.0592
H -3.4164 3.6379 4.9113
*
```

(b)
Computed, not measured: 9 unconnected molecules or ions with the total composition C18H57N15O9, with ωB97M-V with the def2-TZVPD basis set.

HOMO level in hartree: -0.3304

```
! wB97M-V def2-TZVPD RIJCOSX def2/J DEFGRID3
* xyz 0 1
C 2.0699 -5.3223 -1.1319
O 0.8275 -4.7716 -1.6460
C -0.2953 -5.4260 -1.2107
C -1.5574 -4.4661 -1.4593
C -1.5321 -3.2053 -0.6519
N -2.8105 -5.2175 -1.2486
H 2.1422 -6.2382 -1.7184
H 1.9003 -5.6336 -0.1011
H 2.9319 -4.6639 -1.2395
H -0.4459 -6.2733 -1.8797
H -0.1661 -5.8815 -0.2289
H -1.4781 -4.2003 -2.5134
H -0.8638 -2.5195 -1.1726
H -1.3388 -3.4102 0.4011
H -2.4731 -2.7051 -0.8810
H -2.7328 -5.7025 -0.3660
H -3.5495 -4.6279 -0.8931
C -3.9748 2.6588 5.2672
O -3.2751 3.1651 4.1328
C -3.7456 2.9506 2.7847
C -2.8913 3.8200 1.7998
C -3.2892 3.5087 0.2982
N -1.4386 3.5179 1.8500
H -3.9698 1.5689 5.2544
H -4.9690 3.0471 5.0465
H -3.5949 3.1318 6.1728
H -3.8089 1.9151 2.4500
H -4.7282 3.4166 2.8583
H -3.0566 4.8685 2.0477
H -2.8226 4.1961 -0.4074
H -4.3461 3.5713 0.0392
H -3.0529 2.4532 0.1630
H -1.3230 2.5209 1.7371
H -1.3126 3.6545 2.8427
C -1.5005 0.2015 -2.6489
O -0.5081 0.1598 -1.6279
C 0.6586 0.9408 -1.8125
C 1.7708 0.7586 -0.7245
C 1.4554 1.4183 0.5313
N 3.0849 1.0452 -1.1674
H -2.2865 -0.5276 -2.4522
H -1.0519 -0.0655 -3.6057
H -1.8885 1.2177 -2.7197
H 0.9788 0.6151 -2.8022
H 0.5401 2.0169 -1.9392
H 1.6930 -0.3117 -0.5332
H 0.5565 0.9293 0.9068
H 1.1396 2.4475 0.3602
H 2.1348 1.2890 1.3738
H 3.8298 0.9185 -0.4972
H 3.1413 2.0520 -1.2249
N 5.4262 3.0650 -0.4116
C 5.9855 2.7980 -1.5241
N 7.0225 1.9937 -1.3266
O 5.6573 3.2868 -2.5895
H 4.7528 3.8114 -0.5090
H 5.5963 2.5471 0.4386
H 7.7621 2.0819 -2.0087
H 7.2214 1.6875 -0.3849
N 1.3181 4.8912 -2.0579
C 2.4826 4.3561 -1.8967
N 3.0686 4.1809 -2.9955
O 2.8538 3.8913 -0.8626
H 0.7053 4.7316 -1.2711
H 0.9724 5.0868 -2.9866
H 3.9830 3.7680 -2.8791
H 2.7153 4.5319 -3.8742
N -4.9976 1.0274 -2.5027
C -5.9208 0.0515 -2.7635
N -6.0121 -0.6900 -1.6617
O -6.4787 -0.1785 -3.8429
H -4.5838 1.6057 -3.2200
H -4.6792 1.1180 -1.5485
H -6.5688 -1.5313 -1.7101
H -5.4817 -0.6514 -0.8031
N -3.3574 -0.9342 2.4000
C -3.0914 -0.5067 1.2059
N -1.8080 -0.3879 1.0117
O -3.9803 -0.3279 0.3665
H -2.5407 -1.2238 2.9189
H -4.2957 -1.0433 2.7576
H -1.5372 -0.2821 0.0444
H -1.1804 -0.7225 1.7288
N 0.8753 -3.3968 2.3610
C 0.7227 -2.0911 2.4806
N 1.4741 -1.4141 1.6778
O -0.2061 -1.5993 3.0548
H 0.0856 -3.8732 2.7729
H 1.6985 -3.8373 1.9759
H 2.1116 -1.9856 1.1420
H 1.3008 -0.4457 1.4493
N 5.1912 -2.0467 0.4178
C 4.7598 -2.8503 1.3565
N 5.6944 -3.4002 2.0051
O 3.6326 -3.3058 1.5209
H 6.1664 -1.8089 0.3058
H 4.4303 -1.6582 -0.1209
H 5.6500 -4.0016 2.8153
H 6.6261 -3.1233 1.7307
*
```

Which structure is most stable, and how do the rest compare? From most to least stable: (a), (b).

(a)
Computed, not measured: 2 unconnected molecules or ions with the total composition C22H23N3O5S, with ωB97M-V with the def2-TZVPD basis set.

HOMO level in hartree: -0.2860

```
! wB97M-V def2-TZVPD RIJCOSX def2/J DEFGRID3
* xyz 0 1
C -2.7985 -3.0110 -0.7789
H -2.8597 -1.9408 -0.9303
O -1.9372 -3.2665 0.2473
C -0.7566 -2.9610 0.3394
C -0.0453 -3.6060 1.2820
C 1.1972 -3.1584 1.6286
C 1.7842 -2.3399 0.8449
C 1.1087 -1.6875 -0.5233
C -0.2602 -2.0351 -0.6316
H -0.7374 -1.7125 -1.3697
O 1.7289 -0.7066 -1.2684
C 0.9239 -0.0813 -2.3236
H 0.2776 0.2341 -1.8367
H 0.5918 -0.7448 -2.9333
H 1.7226 0.4720 -2.8463
N 3.1728 -1.9658 0.9721
C 3.9611 -0.9302 0.7627
O 5.1084 -0.8142 0.7985
C 3.2105 0.5595 0.5519
C 1.8749 0.7857 1.3509
C 1.4877 2.0201 0.7284
C 2.3993 2.5777 0.1262
N 3.4678 1.6531 -0.0714
C 4.5885 1.6842 -0.7728
H 4.4593 1.3947 -2.1837
H 5.0291 2.7006 -1.0505
H 5.4662 0.8787 -0.4860
H 2.6149 3.5869 -0.5665
S -0.0584 2.8140 1.2782
O -0.3809 2.5112 2.5661
O 0.1528 4.3325 0.7128
N -1.0300 2.0625 -0.0800
C -1.9390 1.2218 0.4856
C -1.8824 0.1049 1.4415
C -2.9921 -0.6435 1.7205
C -4.0850 -0.2491 1.0205
C -4.1964 0.5009 -0.2037
C -3.1425 1.3270 -0.0194
C -2.9979 2.4568 -1.2738
H -3.8146 3.3414 -1.0122
H -3.0488 1.9779 -2.1504
C -1.6676 2.9521 -0.8249
H -1.0017 2.6608 -1.9168
H -1.5067 3.7952 -0.7761
H -5.2381 0.6583 -0.6774
H -4.8120 -1.1567 1.1859
H -2.8140 -1.4292 2.5394
H -0.8297 0.0003 2.0875
H 1.3954 0.2095 1.8164
H 3.7021 -2.6634 1.1096
H 1.8547 -3.4140 2.3539
H -0.5230 -4.0548 2.0793
H -3.6211 -3.4493 -0.8401
H -2.3038 -3.4529 -1.6824
*
```

(b)
Computed, not measured: a single C22H23N3O5S molecule, with ωB97M-V with the def2-TZVPD basis set.

HOMO level in hartree: -0.3110

```
! wB97M-V def2-TZVPD RIJCOSX def2/J DEFGRID3
* xyz 0 1
O 1.5960 2.7126 -1.2554
C 1.6254 1.6172 -0.7332
N 2.7287 1.0389 -0.1944
C 4.0221 1.5489 -0.0594
C 4.3413 2.8858 -0.2458
C 5.6344 3.3227 -0.0152
C 6.6056 2.4355 0.4116
C 6.2975 1.0956 0.5834
C 5.0145 0.6325 0.3352
N 4.6136 -0.7193 0.4902
C 5.3243 -1.5153 1.4748
C 4.5076 -2.7881 1.7152
O 4.3519 -3.5274 0.5264
C 3.7209 -2.7585 -0.4695
C 4.5009 -1.4729 -0.7545
C 0.4062 0.7454 -0.6616
C -0.5271 0.8632 -1.6890
C -1.6746 0.0905 -1.6824
C -1.8872 -0.7866 -0.6368
S -3.4028 -1.7442 -0.5708
O -3.1686 -2.9233 0.2052
O -3.9423 -1.8506 -1.8908
N -4.4401 -0.7922 0.3109
C -4.8649 0.4581 -0.2881
C -6.1042 0.9574 0.3736
C -7.4234 0.8263 0.0561
C -8.1460 1.4775 1.0859
C -7.2126 1.9501 1.9534
O -5.9741 1.6404 1.5338
C -0.9851 -0.9005 0.4032
C 0.1690 -0.1366 0.3911
H 2.6582 0.0923 0.1608
H 3.5737 3.5719 -0.5625
H 5.8779 4.3639 -0.1605
H 7.6107 2.7796 0.6031
H 7.0655 0.4082 0.9034
H 5.4110 -0.9444 2.4007
H 6.3293 -1.8060 1.1301
H 5.0165 -3.4473 2.4197
H 3.5200 -2.5157 2.1190
H 3.6755 -3.3881 -1.3593
H 2.6951 -2.5056 -0.1541
H 3.9848 -0.8761 -1.5081
H 5.4982 -1.7380 -1.1420
H -0.3322 1.5674 -2.4835
H -2.4010 0.1425 -2.4776
H -4.1973 -0.7391 1.2872
H -4.0789 1.2265 -0.2253
H -5.0679 0.2264 -1.3346
H -7.8255 0.3314 -0.8030
H -9.2089 1.5765 1.1641
H -7.2959 2.5030 2.8678
H -1.1952 -1.5992 1.1980
H 0.8608 -0.2089 1.2180
*
```

Which structure is most stable, and how do the rest compare? From most to least stable: (b), (a).

(a)
Computed, not measured: 4 unconnected molecules or ions with the total composition C2H11O4, with ωB97M-V with the def2-TZVPD basis set.

HOMO level in hartree: -0.1605

```
! wB97M-V def2-TZVPD RIJCOSX def2/J DEFGRID3
* xyz -1 1
C -1.1165 0.1812 0.4435
O 0.0906 0.3786 -0.1712
C -0.9730 -0.4784 1.7922
H -1.6866 1.1276 0.6527
H -1.8250 -0.3656 -0.2160
H -0.1463 -0.0053 2.3329
H -1.7875 -0.4377 2.5237
H -0.6956 -1.5320 1.6525
H 0.0379 0.8792 -1.9965
H 0.3226 0.5512 -3.4196
O -0.4143 0.8280 -2.8667
H 1.1123 1.2637 0.7760
H 2.5344 0.9841 0.4739
O 2.0399 1.5871 1.0515
H 0.4391 -2.2934 -1.1103
H 0.8393 -0.9036 -0.7846
O 1.2288 -1.7649 -1.1341
*
```

(b)
Computed, not measured: 4 unconnected molecules or ions with the total composition C2H11O4, with ωB97M-V with the def2-TZVPD basis set.

HOMO level in hartree: -0.1642

```
! wB97M-V def2-TZVPD RIJCOSX def2/J DEFGRID3
* xyz -1 1
C 1.2449 -0.7243 -0.2891
O 0.3698 0.2308 0.2917
C 0.4667 -2.0697 -0.4389
H 1.5358 -0.3313 -1.2909
H 2.0380 -0.9687 0.4708
H 1.0941 -2.9972 -0.2337
H -0.3503 -2.1596 0.3136
H 0.0601 -2.2993 -1.4296
H -0.9632 2.3657 -0.9610
H 0.0720 1.2896 -0.8078
O -0.1785 2.0621 -1.4751
H -1.9533 0.5624 -1.7254
H -1.4099 -0.3254 -0.6519
O -2.2579 -0.0230 -1.0191
H 1.3672 0.7781 2.9056
H 0.3248 0.3442 1.9031
O 0.5298 0.2799 2.9242
*
```

Which structure is most stable, and how do the rest compare? From most to least stable: (a), (b).